Entry from the OMol25 dataset: C57H49Cl2N8O2Rb as an isolated structure (wB97M-V/def2-TZVPD).

```
! RIJCOSX wB97M-V def2-TZVPD def2/J DEFGRID3
* xyz -2 1
Rb 0.0116 0.2931 -0.3411
C -3.8279 -6.1515 -1.7901
C -3.7284 -6.1909 -0.4057
C -2.9622 -5.2518 0.2715
C -2.2888 -4.2385 -0.4124
C -2.3856 -4.2234 -1.8082
C -3.1421 -5.1663 -2.4892
C -1.4758 -3.1898 0.2643
C -0.1028 -3.1777 -0.0385
C 0.5729 -4.2916 -0.7193
C 1.8912 -4.0166 -0.6743
C 2.0206 -2.7188 -0.0057
C 3.2262 -2.0143 0.1473
C 4.4489 -2.6119 -0.4621
C 4.5367 -2.7530 -1.8490
C 5.6706 -3.3002 -2.4323
C 6.7390 -3.7084 -1.6427
C 6.6654 -3.5636 -0.2636
C 5.5279 -3.0198 0.3196
C 3.3421 -0.7131 0.6849
N 2.3167 0.0069 1.1655
C 2.7767 1.2564 1.4083
C 2.0028 2.3208 1.8975
C 2.6689 3.6554 1.9930
C 3.7023 3.8925 2.8982
C 4.3100 5.1381 2.9822
C 3.8881 6.1768 2.1629
C 2.8543 5.9565 1.2618
C 2.2523 4.7088 1.1791
C 0.6578 2.2750 2.3449
C -0.0071 3.3719 3.0406
C -1.2282 2.9083 3.4010
C -1.3043 1.5386 2.9093
N -0.1580 1.2062 2.2816
C -2.4270 0.6899 3.0089
C -2.5526 -0.5792 2.4132
C -3.6799 -1.4815 2.5885
C -3.4400 -2.5546 1.7912
C -2.1471 -2.3112 1.1598
N -1.6601 -1.1261 1.5554
C -3.5914 1.1924 3.7876
C -3.4704 1.5208 5.1392
C -4.5557 1.9945 5.8624
C -5.7923 2.1489 5.2488
C -5.9283 1.8268 3.9047
C -4.8394 1.3565 3.1840
C 4.2001 1.3354 1.0695
C 4.5541 0.1057 0.6362
N 0.8063 -2.2701 0.3744
H -4.4243 -6.8856 -2.3185
H -4.2384 -6.9678 0.1525
H -2.8662 -5.3095 1.3491
H -1.8408 -3.4623 -2.3571
H -3.1880 -5.1325 -3.5715
H 0.1014 -5.1644 -1.1467
H 2.6998 -4.6177 -1.0608
H 3.7084 -2.4165 -2.4646
H 5.7183 -3.3985 -3.5103
H 7.6258 -4.1326 -2.0999
H 7.4940 -3.8785 0.3610
H 5.4634 -2.9070 1.3956
H 4.0250 3.0810 3.5394
H 5.1129 5.2988 3.6928
H 4.3609 7.1501 2.2264
H 2.5158 6.7581 0.6158
H 1.4427 4.5383 0.4792
H 0.4035 4.3522 3.2306
H -2.0042 3.4483 3.9221
H -4.5224 -1.3385 3.2488
H -4.0660 -3.4300 1.6962
H -2.5066 1.3934 5.6164
H -4.4366 2.2392 6.9118
H -6.6415 2.5170 5.8128
H -6.8859 1.9485 3.4113
H -4.9400 1.1157 2.1324
H 4.8286 2.2105 1.1306
H 5.5223 -0.2112 0.2791
N -0.8457 1.4453 -3.0629
C -1.0691 2.8641 -3.1854
C -1.9598 3.3355 -4.3706
C -3.1867 2.4925 -4.7494
C -4.2035 2.1318 -3.6526
N -4.3042 3.0890 -2.5542
C -4.6552 4.3408 -2.6673
N -4.2464 5.2114 -1.7457
N -5.4093 4.7391 -3.7293
C -1.6363 3.4565 -1.8821
O -1.6561 4.7195 -1.8093
O -2.1186 2.6770 -1.0250
H -0.3326 1.0078 -3.8223
H -1.6928 0.9323 -2.8560
H -0.0976 3.3425 -3.3318
H -1.3381 3.3655 -5.2699
H -2.2537 4.3698 -4.1709
H -2.8524 1.5385 -5.1646
H -3.6960 3.0173 -5.5633
H -3.9150 1.2086 -3.1592
H -5.1899 1.9389 -4.0868
H -3.6785 2.8604 -1.7561
H -3.2633 5.0040 -1.4105
H -4.4474 6.1823 -1.9197
H -5.9598 4.0229 -4.1744
H -5.8590 5.6348 -3.6570
Cl -6.3277 -1.1163 -1.8833
C -4.7679 -1.4634 -1.0698
Cl -3.8894 0.0021 -0.6695
H -4.1719 -2.0638 -1.7456
H -4.9724 -1.9917 -0.1473
C 2.2906 -2.5051 -6.2734
C 1.7417 -3.0477 -5.1151
C 1.3476 -2.2125 -4.0689
C 1.4745 -0.8026 -4.0671
C 2.0330 -0.3226 -5.2741
C 2.4325 -1.1239 -6.3463
H 2.6032 -3.1426 -7.0953
H 1.6242 -4.1268 -5.0294
H 0.9337 -2.7056 -3.1873
H 2.1907 0.7534 -5.3937
H 2.8630 -0.6746 -7.2406
*
```

The HOMO energy comes out at -1.012 eV. The value obtained for the gap between HOMO and LUMO is 3.99 eV.

Löwdin atomic charge list, values in e, 99 entries:
1 Rb 0.792
2 C -0.118
3 C -0.100
4 C -0.047
5 C -0.196
6 C -0.050
7 C -0.091
8 C -0.072
9 C -0.269
10 C -0.026
11 C -0.020
12 C -0.246
13 C -0.064
14 C -0.202
15 C -0.014
16 C -0.082
17 C -0.122
18 C -0.110
19 C -0.046
20 C -0.251
21 N 0.038
22 C -0.270
23 C -0.078
24 C -0.204
25 C -0.044
26 C -0.102
27 C -0.121
28 C -0.093
29 C -0.025
30 C -0.273
31 C -0.022
32 C -0.026
33 C -0.256
34 N 0.049
35 C -0.064
36 C -0.282
37 C -0.043
38 C -0.068
39 C -0.285
40 N 0.065
41 C -0.190
42 C -0.040
43 C -0.102
44 C -0.123
45 C -0.098
46 C -0.035
47 C -0.021
48 C -0.014
49 N 0.046
50 H 0.087
51 H 0.091
52 H 0.113
53 H 0.125
54 H 0.098
55 H 0.099
56 H 0.101
57 H 0.114
58 H 0.099
59 H 0.084
60 H 0.087
61 H 0.115
62 H 0.119
63 H 0.090
64 H 0.085
65 H 0.094
66 H 0.125
67 H 0.095
68 H 0.092
69 H 0.097
70 H 0.084
71 H 0.119
72 H 0.091
73 H 0.085
74 H 0.092
75 H 0.103
76 H 0.093
77 H 0.096
78 N 0.023
79 C -0.301
80 C -0.142
81 C -0.173
82 C -0.161
83 N 0.104
84 C -0.461
85 N 0.195
86 N 0.187
87 C -0.643
88 O -0.057
89 O -0.085
90 H 0.041
91 H 0.043
92 H 0.147
93 H 0.109
94 H 0.098
95 H 0.110
96 H 0.094
97 H 0.072
98 H 0.110
99 H 0.100